No. 1
ORCA calculation (wB97M-V/def2-TZVPD) on a cluster of 7 separate species, C30H55F12N10P2 in total.

Output
- Spin multiplicity: 1
- LUMO level: -6.89 eV
- Net charge: +3
- Kohn-Sham gap: 0.2997 hartree
- Calculated total energy: -98078.7446 eV

Geometry as XYZ:
```
109
Properties=species:S:1:pos:R:3:forces:R:3:lowdin_charge:R:1
C 2.141079 -4.122125 5.379704 -0.48 0.91 -0.20 -0.05
C 2.470068 -3.492580 4.017406 1.30 -0.07 0.64 -0.16
N 1.419982 -3.505867 3.002390 -1.27 0.54 -0.48 -0.02
C 1.419662 -2.965354 1.732195 0.31 -0.37 -1.31 -0.01
C 0.233622 -3.280370 1.092792 1.07 0.47 1.13 0.02
N -0.533089 -3.904715 2.045356 1.32 -0.18 0.10 -0.06
C 0.197363 -3.972988 3.162959 -1.31 -1.45 0.71 -0.05
C -1.862804 -4.457672 1.918093 -1.85 0.20 0.77 0.03
H 1.817100 -5.154556 5.277542 0.07 -0.05 0.10 0.09
H 1.403574 -3.541796 5.939878 -0.32 -0.15 -0.19 0.08
H 3.020657 -4.061081 6.018692 0.21 -0.29 -0.28 0.09
H 3.360637 -4.022959 3.676157 -0.31 -0.21 -0.62 0.14
H 2.838861 -2.470265 4.104916 -0.32 0.16 0.19 0.10
H 2.302315 -2.488057 1.341522 -0.05 0.00 -0.03 0.13
H -0.108284 -3.062933 0.095551 -0.07 0.10 0.08 0.12
H -0.211274 -4.424702 4.053322 0.27 -0.05 0.07 0.17
H -2.205901 -4.666654 0.909612 0.55 0.32 -0.21 0.12
H -2.555006 -3.748069 2.378901 -0.08 0.13 -0.40 0.11
H -2.044773 -5.366916 2.491627 0.78 -0.13 -0.01 0.11
C 4.115074 0.784326 5.860566 -0.69 -0.37 0.33 -0.06
C 3.011099 1.038927 6.903085 2.07 -1.09 0.36 -0.15
N 1.718089 0.537028 6.472454 -1.44 0.07 -0.51 -0.04
C 0.543970 0.694169 7.201425 0.65 0.34 -0.65 0.03
C -0.439876 0.182308 6.431956 -1.32 0.76 -0.17 0.00
N 0.071876 -0.185863 5.218988 0.71 -0.35 0.91 -0.07
C 1.404230 -0.066785 5.311078 0.18 1.30 -0.09 -0.02
C -0.736180 -0.574605 4.070032 0.67 -0.13 -1.23 0.03
H 5.104263 0.946047 6.280879 -0.09 0.33 0.07 0.10
H 3.966580 1.398312 4.972872 0.17 -0.03 -0.08 0.06
H 4.093158 -0.278439 5.608464 0.08 0.04 -0.27 0.07
H 3.058612 2.073226 7.239591 -0.87 0.11 -0.26 0.14
H 3.261923 0.437014 7.779862 0.05 0.16 0.08 0.14
H 0.519618 1.367996 8.041421 -0.09 -0.51 0.39 0.15
H -1.513412 0.189981 6.539395 0.08 0.00 0.34 0.15
H 2.126763 -0.214388 4.528800 -0.18 -0.20 -0.12 0.14
H -0.103337 -0.486630 3.183066 0.12 -0.47 0.03 0.08
H -1.527605 0.123687 3.800391 -0.16 0.10 0.80 0.12
H -1.119484 -1.584174 4.184276 -0.08 0.04 0.02 0.10
C 4.021469 4.633561 3.833123 0.04 0.58 0.63 -0.06
C 2.504268 4.639090 4.073059 0.83 -1.36 -0.03 -0.15
N 1.790514 4.329575 2.831692 -0.55 0.80 -0.50 -0.06
C 1.866263 3.200291 2.019371 -0.29 0.86 0.20 0.02
C 0.922926 3.371242 1.043694 0.97 -0.37 -0.37 -0.01
N 0.319263 4.569861 1.254394 0.00 1.25 0.71 -0.07
C 0.871153 5.145821 2.327521 -0.61 -0.69 -0.20 0.00
C -0.830155 5.159382 0.542157 0.17 -0.44 -0.32 0.05
H 4.553203 4.810321 4.770055 -0.18 0.04 0.09 0.09
H 4.291100 5.472725 3.192613 -0.01 -0.11 -0.17 0.09
H 4.460881 3.720621 3.433470 -0.42 -0.12 -0.19 0.07
H 2.158385 5.576641 4.498402 -0.04 0.15 -0.34 0.13
H 2.165078 3.853974 4.754502 0.36 0.07 0.26 0.11
H 2.633309 2.465386 2.178333 -0.12 -0.14 -0.10 0.12
H 0.756198 2.809980 0.140020 -0.26 -0.23 0.22 0.12
H 0.488059 6.053344 2.764177 0.27 0.07 0.08 0.18
H -1.131084 6.109143 0.975550 0.11 -0.16 0.39 0.11
H -1.621912 4.418151 0.619288 -0.22 0.23 -0.33 0.11
H -0.547670 5.383786 -0.483966 -0.08 -0.32 -0.08 0.11
C 1.064378 -1.521728 -7.462678 0.52 0.28 -0.11 -0.05
C 1.343423 -0.403638 -6.445263 -0.46 -0.83 -1.64 -0.15
N 1.599688 -0.998195 -5.139429 0.35 1.04 1.85 -0.03
C 0.930527 -2.036974 -4.537697 -0.40 -0.25 -0.13 0.01
C 1.396397 -2.173919 -3.265148 -0.23 0.09 -1.13 0.00
N 2.294355 -1.157301 -3.077202 -0.34 0.13 -0.07 -0.07
C 2.376817 -0.435702 -4.193790 -0.08 -0.51 -0.62 0.01
C 2.780120 -0.790087 -1.767540 1.73 -0.72 0.53 0.01
H 0.082995 -1.960562 -7.296671 0.16 -0.36 -0.06 0.06
H 1.896118 -2.227642 -7.439059 -0.36 -0.41 0.31 0.10
H 1.118221 -1.170212 -8.493346 -0.33 0.43 0.14 0.09
H 0.469637 0.245521 -6.409617 0.19 0.23 0.30 0.10
H 2.215621 0.122435 -6.826398 0.09 0.25 0.60 0.14
H 0.064311 -2.466669 -5.011040 0.35 -0.49 -0.11 0.13
H 1.193366 -2.933620 -2.534561 -0.16 0.21 0.16 0.14
H 2.963588 0.453311 -4.353175 0.10 -0.05 0.13 0.18
H 2.298536 -1.418860 -1.023809 -0.90 0.78 0.00 0.07
H 2.751396 0.287291 -1.653817 -0.47 -0.10 0.43 0.11
H 3.810350 -1.126747 -1.595540 0.19 0.32 -0.71 0.11
C -4.559547 -2.101526 -6.255859 -0.58 -0.11 -0.45 -0.04
C -3.075560 -1.972718 -6.022055 0.35 -1.48 -0.41 -0.20
N -2.659177 -0.605072 -5.868139 1.68 1.34 1.18 -0.04
C -2.267549 0.275181 -6.860919 -0.16 -1.10 -0.54 -0.02
C -1.999411 1.467663 -6.303467 0.07 -0.45 0.48 -0.01
N -2.191667 1.292346 -4.938892 0.74 0.55 -0.10 -0.07
C -2.480176 0.026078 -4.685134 -1.53 -0.11 -0.72 0.01
C -2.088018 2.401911 -3.991807 -0.34 0.09 0.08 0.03
H -4.865866 -1.642430 -7.199197 0.26 0.25 0.04 0.09
H -5.162108 -1.646618 -5.468682 0.11 -0.16 0.18 0.08
H -4.833051 -3.147435 -6.399221 0.07 -0.05 0.38 0.09
H -2.498068 -2.437918 -6.830274 -0.20 0.45 -0.36 0.12
H -2.692519 -2.565746 -5.185830 -0.49 0.39 0.46 0.13
H -2.075424 -0.123060 -7.844181 -0.42 0.35 -0.20 0.14
H -1.578401 2.352855 -6.746380 -0.27 0.18 0.14 0.14
H -2.696728 -0.402737 -3.715399 -0.17 0.19 0.05 0.17
H -2.838093 3.141959 -4.266235 -0.04 -0.06 0.02 0.11
H -1.101983 2.853480 -4.079198 0.05 -0.10 0.17 0.09
H -2.313020 2.060383 -2.984534 0.15 -0.12 -0.02 0.09
P -6.206714 0.298583 -2.404499 -0.86 0.33 0.24 0.15
F -4.795499 -0.000959 -1.659504 0.22 0.22 0.19 -0.20
F -5.365785 0.955792 -3.669538 0.34 0.19 0.14 -0.22
F -6.042034 -1.149130 -3.134481 -0.19 -0.16 -0.03 -0.19
F -7.568759 0.584326 -3.188657 0.07 -0.12 -0.21 -0.14
F -7.039863 -0.342691 -1.177242 0.51 -0.26 -0.27 -0.16
F -6.312555 1.753021 -1.679885 0.55 -0.27 -0.37 -0.17
P -0.831460 0.138523 -0.264579 -1.17 0.63 -0.82 0.18
F -2.194656 0.102463 -1.062462 0.33 0.37 -0.70 -0.12
F -1.226278 1.606929 0.346458 0.00 -0.88 0.65 -0.17
F -1.580106 -0.741255 0.878634 0.45 0.10 0.16 -0.15
F 0.478709 0.070363 0.677777 0.79 0.25 0.10 -0.18
F -0.304461 -1.161585 -1.109639 -0.07 -0.91 0.73 -0.19
F -0.014379 0.976971 -1.415878 0.15 0.36 0.00 -0.19
```
Positions in Å, forces in eV/Å.

No. 2
ORCA calculation (wB97M-V/def2-TZVPD) on a structure of composition C30H55N2O2P2Pd.

Output
- Spin multiplicity: 5
- LUMO level (spin up / spin down): -8.47 / -13.00 eV
- Net charge: +3
- Kohn-Sham gap (spin up / spin down): 0.2854 / 0.2005 hartree
- ⟨S²⟩: 6.052
- Calculated total energy: -61105.0450 eV

Geometry as XYZ:
```
92
Properties=species:S:1:pos:R:3:forces:R:3:lowdin_spin:R:1
C -0.725377 2.567913 -0.898517 0.40 0.17 0.63 0.04
C -2.349300 0.851748 -0.652470 0.48 0.44 -1.22 0.03
C -1.658293 3.365110 -1.564460 0.02 -0.26 -0.24 0.14
C -3.172582 1.502096 -1.630479 -0.17 -0.39 1.03 0.15
C -2.864055 2.811292 -1.990821 0.15 -0.17 0.29 -0.01
H -1.379934 4.384935 -1.756442 -0.13 0.28 -0.28 0.01
H -4.108878 1.006867 -1.928489 0.44 0.43 0.14 0.01
H -3.577110 3.412276 -2.543604 0.12 -0.11 -0.13 0.00
N -1.091389 1.376669 -0.444217 0.16 -0.23 0.99 0.29
P 1.940427 1.790198 -0.355243 1.37 2.23 -1.90 0.33
P -1.687953 -0.867737 1.409000 -2.97 -0.94 1.15 0.44
C 0.696694 3.103187 -0.592102 -1.62 -0.02 0.12 0.03
H 0.945093 3.773791 -1.423875 0.36 -0.15 0.22 0.01
H 0.639349 3.727394 0.316312 0.01 -0.18 -0.22 0.00
C -2.745460 -0.299590 0.068515 1.77 -0.35 -2.09 0.51
H -3.428628 -0.937905 -0.467747 -0.50 -0.12 0.42 0.02
C -1.447061 -2.835892 1.605171 0.34 -0.73 -0.08 0.09
C -2.970632 -0.199660 2.669801 0.53 0.07 0.54 0.08
C 2.437982 1.399642 -2.154601 -0.04 -0.71 -0.24 0.06
C 3.374940 2.621644 0.541223 0.29 -0.41 0.64 0.05
C 0.008566 -3.258000 1.361842 0.30 0.36 -0.17 0.01
H 0.701121 -2.734729 2.029318 -0.01 -0.06 0.05 0.00
H 0.114887 -4.337117 1.561541 -0.16 0.40 -0.08 0.00
H 0.315905 -3.067049 0.330288 0.01 -0.16 0.21 0.00
C -1.815190 -3.327087 3.012702 -0.18 0.40 0.37 0.02
H -1.192594 -2.836322 3.776003 -0.28 -0.23 -0.17 0.00
H -2.878153 -3.206581 3.249336 0.39 0.03 0.01 0.00
H -1.612571 -4.410239 3.084561 0.05 0.41 -0.30 0.01
C -2.311191 -3.488993 0.537057 -0.28 0.16 -0.33 0.03
H -2.237301 -4.583131 0.635044 0.08 0.27 0.06 0.01
H -3.374621 -3.232832 0.627149 0.20 -0.04 -0.08 0.00
H -1.936940 -3.218496 -0.460548 -0.20 -0.17 0.37 0.00
C -2.491958 -0.354474 4.113562 -0.21 -0.24 0.24 0.01
H -1.460497 0.002524 4.236069 -0.37 -0.13 0.16 0.00
H -3.147817 0.258980 4.743442 0.22 -0.10 -0.01 0.00
H -2.583919 -1.387924 4.473823 0.16 0.47 -0.09 0.00
C -3.177544 1.299975 2.386294 0.15 -0.13 -0.15 0.01
H -2.228483 1.847240 2.466478 -0.23 0.05 -0.06 0.00
H -3.628585 1.465222 1.401561 0.07 0.17 0.37 0.00
H -3.860484 1.694861 3.144654 0.11 -0.05 -0.10 0.00
C -4.276376 -0.963038 2.383564 0.10 -0.31 -0.04 0.05
H -4.480281 -0.995194 1.309264 -0.31 -0.02 0.38 0.01
H -4.273899 -1.985427 2.778263 -0.02 0.33 -0.12 0.00
H -5.094829 -0.425311 2.863136 -0.02 0.05 0.06 0.01
C 4.585130 1.671265 0.496129 0.08 -0.13 0.03 0.00
H 5.391795 2.124516 1.093043 -0.23 -0.14 -0.18 0.00
H 4.333303 0.700107 0.952561 0.17 0.31 -0.18 0.00
H 4.972347 1.517316 -0.519839 -0.09 0.08 0.38 0.00
C 2.976115 2.817094 2.011879 -0.04 -0.11 0.08 0.00
H 2.063704 3.414145 2.118913 0.09 -0.03 0.08 0.00
H 2.855085 1.853905 2.519100 0.09 0.20 -0.04 0.00
H 3.787277 3.363840 2.514713 -0.27 -0.18 -0.10 0.00
C 3.734671 4.003511 -0.026022 -0.12 0.18 -0.44 0.03
H 2.865713 4.671010 -0.069500 0.23 -0.02 0.04 0.00
H 4.469202 4.451519 0.658345 -0.24 -0.13 -0.08 0.01
H 4.206263 3.967973 -1.012251 -0.19 0.01 0.34 0.00
C 1.181456 1.353816 -3.035133 -0.23 -0.03 0.07 0.00
H 0.720694 2.340511 -3.170831 0.13 -0.21 -0.02 0.00
H 1.457042 0.985489 -4.034940 0.03 0.13 0.30 0.00
H 0.436046 0.663547 -2.626862 0.08 0.27 -0.18 0.00
C 3.090795 0.011023 -2.151378 0.16 -0.17 -0.10 0.00
H 2.370938 -0.756405 -1.841951 0.39 0.13 -0.19 0.00
H 3.452100 -0.209972 -3.165261 -0.20 -0.05 0.19 0.00
H 3.968205 -0.039650 -1.502315 -0.14 -0.01 -0.02 0.00
C 3.408076 2.420261 -2.775323 0.18 0.32 0.14 0.03
H 3.007575 3.442813 -2.772020 0.13 -0.24 0.01 0.00
H 4.401606 2.411629 -2.311406 -0.34 0.01 -0.14 0.00
H 3.554697 2.141097 -3.830938 -0.16 -0.05 0.31 0.01
Pd 0.532830 0.085005 0.641517 0.04 -0.70 -1.68 1.16
C 0.570426 0.763232 2.406551 0.54 2.65 7.14 0.12
O 0.544720 1.129979 3.512951 -0.06 -1.51 -4.63 0.02
N 0.216356 -1.106011 -1.023137 -1.09 -3.47 -4.90 0.07
C -0.171308 -1.715324 -1.978065 -1.12 2.56 4.08 0.03
C -1.085484 -2.325078 -3.040539 0.42 -0.32 -0.55 0.00
C -2.633530 -2.289182 -2.810615 -0.24 0.20 0.67 0.00
C -0.853476 -1.360887 -4.242061 0.29 0.62 -0.16 0.00
C -0.596371 -3.806836 -3.161534 0.34 -0.07 -0.16 0.00
H -3.008337 -2.888011 -1.965913 0.36 0.05 -0.45 0.00
H -3.034745 -1.267396 -2.661163 0.41 -0.41 -0.29 0.00
H -3.103731 -2.708390 -3.725697 0.48 0.30 0.46 0.00
H 0.208747 -1.109024 -4.384377 -0.28 -0.28 -0.01 0.00
H -1.254008 -1.658370 -5.227181 0.03 -0.37 0.69 0.00
H -1.366662 -0.419899 -3.959883 0.28 -0.31 -0.31 0.00
H -1.403734 -4.507782 -3.438881 0.27 0.53 0.13 0.00
H 0.176567 -3.866528 -3.935336 -0.08 -0.09 0.18 0.00
H -0.140912 -4.160992 -2.208354 -0.42 0.17 -0.61 0.00
C 3.214018 -1.179113 3.601112 0.15 -0.12 0.86 0.00
O 2.986826 -0.862782 2.234024 -0.43 -0.45 -1.27 0.05
H 2.955775 -0.290685 4.183613 0.09 -0.15 -0.06 0.00
H 4.270552 -1.420374 3.777143 -0.28 0.06 -0.04 0.00
H 2.586011 -2.014491 3.938333 0.15 0.14 -0.08 0.00
H 3.194551 -1.652262 1.697423 0.04 0.50 0.39 0.00
```
Positions in Å, forces in eV/Å.